Entry 1:
A single C25H25FN4O4 molecule in a non-equilibrium geometry, computed with wB97M-V/def2-TZVPD.

Structure (ORCA input):
```
! RIJCOSX wB97M-V def2-TZVPD def2/J DEFGRID3
* xyz 0 1
C 2.11 -1.68 6.08
O 3.09 -1.79 4.88
C 2.62 -1.53 3.75
C 3.53 -1.52 2.84
C 3.27 -1.54 1.57
C 1.92 -1.25 1.27
N 1.86 -0.87 -0.22
C 0.66 -1.81 -0.75
C -0.67 -1.07 -0.92
O -1.65 -1.77 -0.02
N -0.85 -0.43 -1.90
C -2.32 0.09 -2.24
C -2.43 -0.27 -3.56
C -1.69 0.57 -4.56
C -2.05 0.40 -5.90
C -2.88 -0.40 -6.31
F -3.16 -0.73 -7.58
C -3.92 -1.02 -5.52
C -3.67 -0.84 -4.09
C 2.07 0.23 -0.99
O 1.85 0.14 -2.24
C 3.25 1.13 -0.44
C 2.52 2.26 -0.08
C 1.34 2.21 0.97
O 1.74 2.09 2.16
N 0.30 2.08 0.28
C -0.94 1.72 1.15
C -0.80 1.79 2.38
C -2.25 1.23 3.11
C -3.31 1.32 2.20
C -3.12 1.48 0.97
N -1.97 1.96 0.37
C 1.13 -0.93 2.08
C 1.44 -1.16 3.44
H 1.69 -0.57 6.00
H 1.35 -2.37 6.12
H 2.77 -1.84 6.96
H 4.62 -1.92 3.14
H 4.07 -1.89 0.66
H 0.79 -2.83 -0.31
H 0.86 -2.18 -1.88
H 0.05 -0.30 -2.40
H -2.14 1.36 -2.22
H -3.04 -0.32 -1.59
H -0.83 1.26 -4.43
H -1.30 0.87 -6.83
H -4.52 -1.63 -5.81
H -4.33 -1.30 -3.36
H 3.64 0.60 0.45
H 3.92 1.20 -1.10
H 3.41 3.07 0.12
H 2.15 2.88 -1.08
H 0.02 2.07 -0.57
H -0.14 1.64 3.01
H -2.51 1.29 4.19
H -4.25 1.21 2.53
H -4.07 1.60 0.31
H 0.23 -0.89 1.77
H 0.53 -1.11 4.14
*
```

Highest occupied orbital energy in eV: -8.43
Gap between HOMO and LUMO in eV: 7.958
Relative energy (zero: lowest compared OMol25 entry of this formula, charge and spin) in kJ/mol: 2298.99
SMILES string: COc1ccc(N(CC(=O)NCc2ccc(F)cc2)C(=O)CCC(=O)Nc2ccccn2)cc1
E in eV: -43177.990
E_LUMO in Ha: -0.0174


Entry 2:
A molecular structure, C25H25I2O6S3Ti in a non-equilibrium geometry, computed with wB97M-V/def2-TZVPD.

Structure (ORCA input):
```
! RIJCOSX wB97M-V def2-TZVPD def2/J DEFGRID3
* xyz 0 2
Ti 0.06 0.18 -0.30
I -0.14 -3.13 0.44
C 1.07 -3.62 -1.13
I 1.19 -0.54 -2.71
H 0.65 -4.24 -1.90
H 2.11 -3.36 -1.03
O -1.15 0.00 1.47
S -1.92 0.19 2.74
C -3.52 0.97 2.25
C -3.46 1.64 0.88
C -4.07 0.76 -0.21
C -3.70 1.22 -1.62
S -2.23 0.36 -2.32
O -1.70 -0.40 -1.11
C -3.07 -0.95 -3.20
C -3.32 -2.17 -2.60
C -3.97 -3.15 -3.33
C -4.35 -2.91 -4.64
C -4.07 -1.69 -5.24
C -3.42 -0.70 -4.52
C -1.20 1.60 3.59
C -1.39 1.67 4.97
C -0.84 2.73 5.67
C -0.09 3.69 5.00
C 0.11 3.59 3.63
C -0.44 2.54 2.91
H -3.74 1.67 3.06
H -4.26 0.18 2.28
H -2.43 1.90 0.63
H -4.01 2.58 0.92
H -5.16 0.76 -0.12
H -3.75 -0.28 -0.08
H -3.46 2.28 -1.66
H -4.50 1.02 -2.33
H -2.99 -2.34 -1.58
H -4.17 -4.11 -2.87
H -4.84 -3.69 -5.21
H -4.35 -1.51 -6.27
H -3.17 0.24 -4.99
H -1.96 0.90 5.48
H -0.98 2.80 6.74
H 0.35 4.51 5.55
H 0.70 4.33 3.11
H -0.28 2.45 1.84
S -0.18 2.26 -0.74
O 3.21 -1.31 0.25
C 2.48 -0.80 1.08
O 1.58 0.11 0.78
C 2.50 -1.19 2.53
C 1.72 -0.52 3.46
C 1.70 -0.89 4.80
C 2.48 -1.97 5.15
O 2.64 -2.54 6.39
C 3.52 -3.64 6.21
O 3.94 -3.66 4.85
C 3.26 -2.64 4.22
C 3.30 -2.28 2.90
H 1.14 0.33 3.12
H 1.10 -0.36 5.53
H 2.99 -4.57 6.43
H 4.39 -3.51 6.86
H 3.91 -2.79 2.17
*
```

Highest occupied orbital energy (spin up / spin down) in eV: -7.23 / -7.54
Gap between HOMO and LUMO (spin up / spin down) in eV: 7.320 / 7.631
Relative energy (zero: lowest compared OMol25 entry of this formula, charge and spin) in kJ/mol: 11.66
E in eV: -110438.859
E_LUMO (spin up / spin down) in Ha: 0.0033 / 0.0034


Entry 3:
A molecular structure, C25H25N2O2SSnTe, computed with wB97M-V/def2-TZVPD.

Structure (ORCA input):
```
! RIJCOSX wB97M-V def2-TZVPD def2/J DEFGRID3
* xyz 1 1
Sn -1.82 -0.52 -0.37
O -0.81 -3.60 1.59
S -0.25 -2.33 1.24
O -0.97 -1.11 1.73
N -0.29 -1.97 -0.31
C 0.03 -2.76 -1.42
C 0.93 -3.79 -1.47
C 1.21 -4.43 -2.70
C 0.61 -4.03 -3.86
C -0.34 -2.97 -3.83
C -1.02 -2.50 -4.98
C -1.95 -1.50 -4.86
C -2.21 -0.96 -3.59
N -1.59 -1.38 -2.51
C -0.64 -2.36 -2.61
C 1.40 -2.25 1.81
C 1.66 -2.75 3.09
C 2.95 -2.64 3.58
C 3.95 -2.07 2.81
C 3.67 -1.59 1.54
C 2.39 -1.67 1.03
H 1.43 -4.12 -0.57
H 1.92 -5.24 -2.72
H 0.84 -4.50 -4.80
H -0.81 -2.95 -5.94
H -2.48 -1.12 -5.72
H -2.95 -0.19 -3.47
H 0.87 -3.21 3.67
H 3.17 -3.02 4.57
H 4.95 -2.00 3.20
H 4.46 -1.15 0.94
H 2.15 -1.29 0.04
C -3.64 -1.47 0.05
H -4.37 -0.80 0.50
H -3.39 -2.27 0.75
H -4.03 -1.87 -0.88
C 0.37 6.17 3.03
C 0.06 5.05 2.08
C 0.81 3.89 2.07
C 0.56 2.85 1.17
C 1.42 1.63 1.23
C -0.50 3.01 0.27
Te -0.65 1.68 -1.36
C -1.32 4.15 0.28
C -2.52 4.36 -0.60
C -1.01 5.15 1.19
H 1.22 5.94 3.66
H -0.48 6.38 3.68
H 0.60 7.09 2.48
H 1.62 3.78 2.78
H 1.96 1.59 2.18
H 2.16 1.62 0.43
H 0.84 0.71 1.15
H -2.90 3.43 -1.02
H -2.29 5.03 -1.44
H -3.32 4.82 -0.03
H -1.63 6.04 1.22
*
```

Highest occupied orbital energy in eV: -11.21
Gap between HOMO and LUMO in eV: 7.847
Relative energy (zero: lowest compared OMol25 entry of this formula, charge and spin) in kJ/mol: 7.43
E in eV: -57360.879
E_LUMO in Ha: -0.1236


Entry 4:
A single C25H25N3O2 molecule, computed with wB97M-V/def2-TZVPD.

Structure (ORCA input):
```
! RIJCOSX wB97M-V def2-TZVPD def2/J DEFGRID3
* xyz 0 1
O -5.91 -1.85 0.66
C -5.75 -0.72 0.27
N -4.57 -0.21 -0.19
C -3.35 -0.86 -0.36
C -3.19 -2.23 -0.19
C -1.95 -2.81 -0.41
C -0.86 -2.04 -0.78
C -1.01 -0.67 -0.93
C 0.12 0.19 -1.41
O 0.08 0.74 -2.50
N 1.17 0.33 -0.57
C 1.30 -0.22 0.75
C 2.53 -1.13 0.81
N 3.71 -0.36 0.44
C 4.94 -1.11 0.62
C 6.14 -0.20 0.51
C 6.14 1.02 1.19
C 7.23 1.86 1.11
C 8.33 1.50 0.36
C 8.34 0.29 -0.32
C 7.25 -0.55 -0.25
C 3.57 0.15 -0.91
C 2.35 1.06 -0.99
C -2.25 -0.09 -0.74
C -6.86 0.28 0.27
C -7.82 0.18 1.28
C -8.88 1.07 1.33
C -9.00 2.06 0.37
C -8.06 2.15 -0.65
C -7.00 1.27 -0.70
H -4.55 0.77 -0.41
H -4.03 -2.84 0.10
H -1.83 -3.88 -0.29
H 0.10 -2.50 -0.96
H 0.40 -0.78 1.02
H 1.44 0.60 1.46
H 2.66 -1.51 1.82
H 2.38 -2.00 0.13
H 5.03 -1.93 -0.11
H 4.92 -1.55 1.62
H 5.27 1.29 1.77
H 7.22 2.80 1.64
H 9.19 2.16 0.30
H 9.20 0.01 -0.91
H 7.25 -1.49 -0.78
H 4.47 0.71 -1.17
H 3.45 -0.68 -1.64
H 2.19 1.41 -2.01
H 2.50 1.92 -0.32
H -2.37 0.98 -0.89
H -7.72 -0.61 2.01
H -9.62 0.99 2.11
H -9.83 2.75 0.40
H -8.16 2.91 -1.41
H -6.29 1.34 -1.52
*
```

Highest occupied orbital energy in eV: -8.66
Gap between HOMO and LUMO in eV: 9.198
Relative energy (zero: lowest compared OMol25 entry of this formula, charge and spin) in kJ/mol: 10.92
SMILES string: O=C(Nc1cccc(C(=O)N2CCN(Cc3ccccc3)CC2)c1)c1ccccc1
E in eV: -34897.310
E_LUMO in Ha: 0.0199


Entry 5:
A molecular structure, C25H25N3O3Pd in a non-equilibrium geometry, computed with wB97M-V/def2-TZVPD.

Structure (ORCA input):
```
! RIJCOSX wB97M-V def2-TZVPD def2/J DEFGRID3
* xyz -2 1
Pd 1.62 2.49 -0.58
C -3.21 -3.12 -0.81
C -2.16 -3.59 0.15
C -2.22 -4.84 0.73
C -1.24 -5.28 1.62
C -0.17 -4.45 1.91
C -0.08 -3.19 1.33
C -1.07 -2.74 0.46
N -1.04 -1.49 -0.16
C -0.05 -0.48 0.08
N 0.05 -0.17 1.40
C 0.85 0.79 2.13
C 1.64 1.76 1.51
C 2.36 2.56 2.42
C 2.30 2.42 3.80
C 1.46 1.46 4.36
C 0.72 0.64 3.53
C -0.21 -0.39 4.15
N 0.58 0.07 -0.87
C 0.46 -0.41 -2.18
C 0.91 -1.68 -2.53
C 0.85 -2.12 -3.85
C 0.35 -1.29 -4.83
C -0.09 -0.01 -4.48
C -0.05 0.45 -3.17
C -0.50 1.83 -2.79
H -4.05 -3.82 -0.84
H -2.82 -3.03 -1.83
H -3.59 -2.14 -0.53
H -3.06 -5.49 0.49
H -1.32 -6.27 2.07
H 0.60 -4.77 2.59
H 0.77 -2.56 1.54
H -1.34 -1.50 -1.12
H -0.63 -0.65 1.95
H 2.99 3.35 2.02
H 2.89 3.07 4.45
H 1.37 1.35 5.44
H -0.19 -0.30 5.24
H 0.07 -1.42 3.90
H -1.25 -0.26 3.84
H 1.32 -2.32 -1.76
H 1.21 -3.12 -4.10
H 0.31 -1.61 -5.87
H -0.47 0.65 -5.25
H -0.77 2.43 -3.66
H 0.34 2.34 -2.22
H -1.33 1.80 -2.09
O 4.42 2.46 -1.44
C 3.30 2.17 -1.60
C -0.76 6.11 -0.68
O -0.31 4.77 -0.69
C 1.15 4.56 -0.61
O 1.79 5.59 -0.54
H -1.06 6.43 0.33
H -1.64 6.18 -1.33
H 0.02 6.80 -1.03
*
```

Highest occupied orbital energy in eV: 1.16
Gap between HOMO and LUMO in eV: 3.044
Relative energy (zero: lowest compared OMol25 entry of this formula, charge and spin) in kJ/mol: 57.56
E in eV: -40421.570
E_LUMO in Ha: 0.1544


Entry 6:
A single C25H25N3O3S2 molecule in a non-equilibrium geometry, computed with wB97M-V/def2-TZVPD.

Structure (ORCA input):
```
! RIJCOSX wB97M-V def2-TZVPD def2/J DEFGRID3
* xyz 0 1
C 2.03 2.57 2.94
O 1.56 1.33 3.42
C 0.28 0.97 3.13
C -0.12 -0.30 3.54
C -1.40 -0.77 3.26
C -2.29 0.00 2.52
O -3.56 -0.36 2.20
C -4.01 -1.63 2.59
C -1.87 1.27 2.08
C -2.67 2.11 1.17
O -2.86 3.29 1.35
C -3.22 1.46 -0.09
S -2.43 -0.09 -0.61
C -0.76 0.34 -0.41
N -0.24 1.53 -0.51
N 1.05 1.44 -0.16
C 1.31 0.20 0.14
C 2.64 -0.31 0.58
C 3.68 0.02 -0.45
C 4.57 1.04 -0.44
C 5.37 1.08 -1.61
C 5.08 0.09 -2.48
S 3.81 -0.91 -1.90
N 0.18 -0.56 0.01
C 0.00 -1.98 0.15
C 0.43 -2.72 -1.13
C -0.37 -2.22 -2.30
C 0.09 -1.16 -3.06
C -0.68 -0.64 -4.09
C -1.92 -1.18 -4.36
C -2.39 -2.24 -3.61
C -1.62 -2.76 -2.58
C -0.62 1.76 2.43
H 1.94 2.63 1.85
H 1.48 3.40 3.40
H 3.07 2.63 3.23
H 0.58 -0.92 4.08
H -1.68 -1.75 3.61
H -5.03 -1.71 2.22
H -4.02 -1.75 3.68
H -3.41 -2.43 2.14
H -4.27 1.20 0.06
H -3.14 2.18 -0.91
H 2.91 0.16 1.53
H 2.59 -1.39 0.73
H 4.65 1.75 0.36
H 6.14 1.82 -1.78
H 5.52 -0.12 -3.43
H 0.58 -2.33 1.01
H -1.06 -2.15 0.33
H 1.49 -2.56 -1.31
H 0.26 -3.79 -0.98
H 1.07 -0.73 -2.86
H -0.31 0.20 -4.67
H -2.53 -0.77 -5.16
H -3.36 -2.67 -3.82
H -1.99 -3.58 -1.99
H -0.36 2.75 2.08
*
```

Highest occupied orbital energy in eV: -8.06
Gap between HOMO and LUMO in eV: 8.477
Relative energy (zero: lowest compared OMol25 entry of this formula, charge and spin) in kJ/mol: 200.11
SMILES string: COc1ccc(OC)c(C(=O)CSc2nnc(Cc3cccs3)n2CCc2ccccc2)c1
E in eV: -58613.285
E_LUMO in Ha: 0.0155


Entry 7:
A molecular structure, C25H25N3PSTc in a non-equilibrium geometry, computed with wB97M-V/def2-TZVPD.

Structure (ORCA input):
```
! RIJCOSX wB97M-V def2-TZVPD def2/J DEFGRID3
* xyz 3 2
Tc 0.35 0.19 -0.04
C 2.38 -2.67 -4.35
C 1.34 -3.52 -3.98
C 0.55 -3.22 -2.88
C 0.82 -2.06 -2.16
C 1.86 -1.21 -2.54
C 2.63 -1.50 -3.64
N 0.06 -1.67 -1.03
N -0.95 -2.33 -0.70
C -1.61 -1.76 0.41
C -2.77 -2.34 0.86
C -3.44 -1.77 1.95
C -2.93 -0.63 2.58
C -1.76 -0.04 2.14
C -1.11 -0.57 1.02
H 3.00 -2.92 -5.20
H 1.15 -4.42 -4.54
H -0.26 -3.87 -2.58
H 2.07 -0.30 -1.97
H 3.43 -0.84 -3.95
H -3.15 -3.23 0.37
H -4.35 -2.22 2.31
H -3.45 -0.22 3.44
H -1.37 0.83 2.66
S 2.02 0.44 1.47
C 2.38 -0.97 2.48
N 3.43 -0.80 3.32
C 3.87 -1.75 4.15
C 3.25 -2.98 4.18
C 2.17 -3.19 3.33
C 1.74 -2.18 2.47
H 3.91 0.10 3.32
H 4.72 -1.50 4.77
H 3.60 -3.75 4.84
H 1.67 -4.15 3.33
H 0.91 -2.33 1.80
C 1.34 3.48 -0.67
P -0.08 2.59 -0.01
C -0.41 3.32 1.61
C -1.48 2.85 -1.08
C -2.75 2.50 -0.61
C -3.86 2.77 -1.40
C -3.70 3.36 -2.64
C -2.43 3.67 -3.12
C -1.31 3.41 -2.35
H 1.68 3.08 -1.62
H 2.16 3.42 0.06
H 1.06 4.53 -0.79
H -1.48 3.25 1.84
H -0.12 4.37 1.56
H 0.16 2.82 2.39
H -2.88 2.03 0.36
H -4.85 2.52 -1.04
H -4.57 3.59 -3.25
H -2.31 4.12 -4.10
H -0.33 3.68 -2.72
*
```

Highest occupied orbital energy (spin up / spin down) in eV: -17.12 / -17.12
Gap between HOMO and LUMO (spin up / spin down) in eV: 5.446 / 5.476
E in eV: -53095.213
E_LUMO (spin up / spin down) in Ha: -0.4288 / -0.4279


Entry 8:
A molecular structure, C25H25N7O7V in a non-equilibrium geometry, computed with wB97M-V/def2-TZVPD.

Structure (ORCA input):
```
! RIJCOSX wB97M-V def2-TZVPD def2/J DEFGRID3
* xyz 0 2
O 0.21 -0.13 0.41
V 0.82 0.68 -0.80
N 2.18 2.57 -3.24
O 1.56 2.02 -2.24
O 1.98 3.75 -3.45
O 2.88 1.86 -3.94
N 3.24 -0.78 -0.71
O 2.92 0.32 -0.14
O 2.30 -1.40 -1.27
O 4.37 -1.17 -0.71
N 1.28 2.29 0.73
C 1.27 1.95 2.01
C 1.39 2.88 3.03
C 1.60 4.21 2.70
C 1.59 4.56 1.36
C 1.41 3.57 0.42
H 1.22 0.90 2.27
H 1.31 2.54 4.06
H 1.81 4.92 3.49
H 1.76 5.59 1.09
H 1.36 3.83 -0.63
N -0.22 -0.43 -2.38
C 0.50 -0.62 -3.49
C 0.04 -1.36 -4.57
C -1.22 -1.93 -4.50
C -1.96 -1.74 -3.34
C -1.41 -1.00 -2.30
H 1.49 -0.18 -3.55
H 0.70 -1.54 -5.40
H -1.64 -2.55 -5.28
H -2.96 -2.12 -3.20
H -2.00 -0.81 -1.41
N -2.29 -1.76 0.88
C -2.86 -1.65 2.07
C -3.06 -2.73 2.92
C -2.72 -4.00 2.48
C -2.13 -4.12 1.23
C -1.94 -2.97 0.48
H -3.13 -0.64 2.38
H -3.44 -2.58 3.92
H -2.84 -4.85 3.14
H -1.68 -5.04 0.88
H -1.53 -3.05 -0.52
N 1.65 -1.25 3.16
C 2.96 -1.22 2.95
C 3.63 -2.14 2.16
C 2.89 -3.09 1.48
C 1.52 -3.13 1.69
C 0.96 -2.18 2.52
H 3.54 -0.46 3.47
H 4.71 -2.13 2.04
H 3.36 -3.74 0.75
H 0.91 -3.93 1.27
H -0.10 -2.23 2.76
N -1.15 1.85 -0.76
C -1.45 2.68 -1.75
C -2.66 3.35 -1.85
C -3.59 3.15 -0.85
C -3.32 2.22 0.14
C -2.08 1.61 0.16
H -0.71 2.76 -2.54
H -2.83 4.01 -2.69
H -4.54 3.67 -0.85
H -4.05 2.01 0.91
H -1.81 0.89 0.93
*
```

Highest occupied orbital energy (spin up / spin down) in eV: -8.73 / -9.09
Gap between HOMO and LUMO (spin up / spin down) in eV: 8.815 / 9.004
E in eV: -76776.824
E_LUMO (spin up / spin down) in Ha: 0.0032 / -0.0031